The molecule C5H8N2O. Source: the OMol25 dataset; level of theory: ωB97M-V with the def2-TZVPD basis set.

Values from the calculation:
SMILES = [H]/N=C\NC1=CCCO1
lowest unoccupied orbital energy = 0.816 eV
total charge = 0
energy relative to the best compared isomer or geometry (same formula, charge and spin) = 109.68 kcal per mole
frontier orbital gap = 0.3384 Eh

Positions of all 16 atoms, in Å:
C: 2.70 0.28 0.02
C: 0.18 -0.19 -0.15
C: -0.49 0.97 -0.29
C: -2.07 0.85 -0.10
C: -2.10 -0.75 0.01
H: 4.04 -1.08 -0.26
H: 2.39 1.29 0.27
H: 1.58 -1.39 0.02
H: -0.17 2.03 0.18
H: -2.93 1.46 -0.72
H: -2.40 1.02 1.08
H: -2.77 -1.38 -0.82
H: -2.64 -1.33 0.99
N: 3.94 -0.07 -0.16
N: 1.56 -0.45 0.11
O: -0.80 -1.24 -0.18



A cluster of 2 separate species, C3H13N4 in total. Source: the OMol25 dataset; level of theory: ωB97M-V with the def2-TZVPD basis set.

Values from the calculation:
lowest unoccupied orbital energy = -2.884 eV
total charge = +1
energy relative to the best compared isomer or geometry (same formula, charge and spin) = 104.12 kcal per mole
frontier orbital gap = 0.2955 Eh

Positions of all 20 atoms, in Å:
C: 0.52 0.55 1.43
C: -0.94 0.58 -1.44
C: 0.32 -0.40 0.40
N: 0.15 0.74 -2.21
N: -1.40 1.62 -0.64
N: 1.43 -1.04 -0.06
N: -0.54 -1.61 1.13
H: 1.33 1.15 0.90
H: -0.34 1.30 1.60
H: 0.70 0.09 2.43
H: -1.53 -0.23 -1.67
H: 0.58 0.00 -2.70
H: 0.79 1.37 -1.82
H: -0.73 2.46 -0.49
H: -2.38 1.73 -0.41
H: 2.27 -1.10 0.52
H: 1.57 -1.33 -0.99
H: -0.41 -2.56 0.59
H: 0.12 -1.69 1.93
H: -1.49 -1.64 1.50



The molecule C2H9N2OP. Source: the OMol25 dataset; level of theory: ωB97M-V with the def2-TZVPD basis set.

Values from the calculation:
SMILES = CP(C)(=O)NN
lowest unoccupied orbital energy = 0.712 eV
total charge = 0
energy relative to the best compared isomer or geometry (same formula, charge and spin) = 35.29 kcal per mole
frontier orbital gap = 0.3731 Eh

Positions of all 15 atoms, in Å:
C: -1.48 1.37 0.07
C: 0.28 -0.80 1.58
N: 1.57 -0.50 -1.65
N: 1.07 0.48 -0.68
O: -1.17 -1.18 -0.75
P: -0.45 -0.18 0.04
H: -0.89 2.25 0.37
H: -1.71 1.31 -1.05
H: -2.40 1.39 0.69
H: 0.63 0.03 2.14
H: -0.45 -1.47 1.96
H: 1.16 -1.36 1.12
H: 0.81 -0.45 -2.43
H: 1.15 -1.51 -1.40
H: 1.89 0.63 -0.03



The molecule C20H40N5O6PS. Source: the OMol25 dataset; level of theory: ωB97M-V with the def2-TZVPD basis set.

Values from the calculation:
lowest unoccupied orbital energy = 0.193 eV
total charge = 0
frontier orbital gap = 0.2832 Eh

Positions of all 73 atoms, in Å:
C: -2.67 2.97 0.00
C: -2.62 2.66 -1.57
C: -1.29 1.83 -2.02
N: -0.85 0.88 -0.95
C: -0.67 -0.52 -1.40
C: -1.69 -1.24 -2.39
C: -3.25 -1.05 -2.11
N: -3.90 -2.38 -2.45
N: -3.91 -0.07 -3.06
N: -3.66 -0.73 -0.74
C: 0.70 -0.52 -2.24
O: 1.41 0.38 -2.69
O: 1.06 -1.93 -2.34
C: 1.08 -2.36 -0.94
C: 2.48 -2.47 -0.18
C: 3.47 -1.21 -0.47
O: 3.40 -0.19 0.57
C: 4.27 0.87 0.19
O: 4.21 1.49 -0.88
P: 0.49 -4.19 -0.92
C: 1.07 -5.13 -2.46
O: 1.29 -5.01 0.39
C: -0.15 -1.51 -0.21
S: -1.29 -2.94 0.28
C: 0.28 -0.81 1.19
C: -0.95 -0.30 2.06
C: -0.74 1.12 2.77
C: 0.69 1.35 3.44
N: 1.10 2.76 3.17
C: 1.50 2.98 1.74
C: 2.27 3.15 3.97
C: 2.99 4.55 3.59
O: 2.77 2.47 4.88
H: -2.65 1.97 0.55
H: -3.64 3.52 0.21
H: -1.80 3.66 0.30
H: -2.49 3.69 -2.09
H: -3.58 2.23 -1.99
H: -0.47 2.63 -2.09
H: -1.38 1.39 -3.06
H: 0.09 1.20 -0.65
H: -1.48 -0.81 -3.44
H: -1.48 -2.36 -2.49
H: -3.59 -3.00 -1.67
H: -4.91 -2.21 -2.27
H: -4.41 -0.64 -3.77
H: -3.21 0.45 -3.60
H: -3.70 -1.53 -0.11
H: -3.21 0.10 -0.33
H: 2.41 -2.70 0.93
H: 3.03 -3.37 -0.65
H: 4.53 -1.67 -0.40
H: 3.36 -0.83 -1.53
H: 5.13 1.17 0.90
H: 1.24 -4.46 -3.38
H: 0.27 -5.92 -2.67
H: 2.01 -5.71 -2.16
H: 0.60 -5.23 1.06
H: -2.27 -2.46 1.15
H: 0.94 0.11 0.99
H: 0.90 -1.50 1.85
H: -1.11 -1.06 2.91
H: -1.92 -0.34 1.44
H: -1.52 1.18 3.62
H: -1.04 1.96 2.05
H: 1.48 0.57 3.18
H: 0.54 1.28 4.58
H: 1.25 4.08 1.50
H: 2.61 2.78 1.54
H: 0.92 2.36 0.98
H: 3.76 4.32 2.77
H: 2.27 5.31 3.14
H: 3.58 4.94 4.48



The molecule C12H13ClN2. Source: the OMol25 dataset; level of theory: ωB97M-V with the def2-TZVPD basis set.

Values from the calculation:
SMILES = C[C@H]1C[C@@H]1[C@H]1C=N[C@H]2[C@H](Cl)[C@]23N=CC=C13
lowest unoccupied orbital energy = -0.037 eV
total charge = 0
energy relative to the best compared isomer or geometry (same formula, charge and spin) = 55.95 kcal per mole
frontier orbital gap = 0.3017 Eh

Positions of all 28 atoms, in Å:
C: -0.54 -2.41 0.28
C: -1.79 -2.68 -0.44
C: -0.23 0.71 2.18
C: -0.49 -1.04 0.53
C: 2.68 0.00 -0.02
C: 0.51 -0.26 1.31
C: 1.40 0.62 0.50
C: 1.53 0.29 -0.93
C: -2.30 0.74 1.04
C: -2.01 0.97 -0.37
C: -1.67 -0.53 -0.08
C: 1.58 1.42 -2.00
N: -2.44 -1.54 -0.60
N: -1.47 1.04 2.03
Cl: -3.37 1.28 -1.41
H: 0.21 -3.12 0.51
H: -2.08 -3.55 -1.00
H: 0.30 1.17 3.02
H: 3.52 0.66 -0.07
H: 2.82 -1.01 0.25
H: 1.08 -1.01 1.82
H: 1.43 1.67 0.80
H: 0.99 -0.55 -1.27
H: -3.42 0.57 1.37
H: -1.06 1.46 -0.56
H: 2.29 1.12 -2.69
H: 1.82 2.40 -1.41
H: 0.71 1.56 -2.81



A structure of composition C5H9NO. Source: the OMol25 dataset; level of theory: ωB97M-V with the def2-TZVPD basis set.

Values from the calculation:
lowest unoccupied orbital energy (spin up / spin down) = -0.611 / -0.585 eV
total charge = 0
energy relative to the best compared isomer or geometry (same formula, charge and spin) = 131.28 kcal per mole
frontier orbital gap (spin up / spin down) = 0.2623 / 0.2640 Eh

Positions of all 16 atoms, in Å:
C: 1.71 -1.23 0.39
C: 0.59 -0.51 1.12
N: 0.72 0.98 1.12
C: -0.40 1.06 0.31
O: -0.85 2.00 -0.38
C: -0.74 -0.31 0.35
C: -1.77 0.62 -1.67
H: 1.81 -0.85 -0.63
H: 1.50 -2.30 0.33
H: 2.67 -1.11 0.91
H: 0.47 -0.89 2.14
H: 1.58 1.46 0.88
H: -1.69 -0.68 0.73
H: -2.39 1.50 -1.79
H: -2.30 -0.30 -1.50
H: -0.91 0.55 -2.32



A cluster of 20 separate species, C32H56Cl39NO7P in total. Source: the OMol25 dataset; level of theory: ωB97M-V with the def2-TZVPD basis set.

Values from the calculation:
lowest unoccupied orbital energy = -4.511 eV
total charge = +1
frontier orbital gap = 0.2737 Eh

Positions of all 136 atoms, in Å:
C: 4.03 0.18 0.04
C: 3.03 1.24 -0.56
C: 3.46 1.46 -2.05
C: 1.56 0.78 -0.63
C: 1.05 0.07 0.67
N: -0.30 0.51 1.10
C: -0.37 1.64 1.80
C: 0.83 2.52 2.12
C: 1.07 3.64 1.07
O: 2.11 4.23 1.06
O: 0.08 4.01 0.19
C: -1.59 2.13 2.26
C: -2.73 1.42 2.04
C: -4.07 1.92 2.55
O: -4.41 3.03 2.22
O: -4.88 1.15 3.31
C: -2.63 0.22 1.29
Cl: -4.12 -0.63 1.04
C: -1.43 -0.22 0.80
P: -1.34 -1.77 -0.24
O: -2.62 -2.11 -0.84
O: -0.69 -2.91 0.66
O: -0.29 -1.48 -1.44
H: 4.92 0.11 -0.59
H: 4.34 0.56 1.02
H: 3.53 -0.81 0.10
H: 3.17 2.19 -0.02
H: 3.65 0.49 -2.53
H: 4.40 2.02 -2.06
H: 2.69 2.01 -2.62
H: 0.85 1.58 -0.89
H: 1.51 0.05 -1.44
H: 1.78 0.19 1.48
H: 1.07 -0.99 0.44
H: 0.58 3.08 3.03
H: 1.75 1.98 2.35
H: 0.02 3.41 -0.57
H: -1.64 3.06 2.83
H: -5.76 1.21 2.91
H: 0.14 -3.20 0.22
H: -0.76 -0.81 -1.98
C: -3.60 3.11 5.69
Cl: -3.71 3.54 7.40
Cl: -1.96 3.38 5.06
H: -3.84 2.06 5.58
H: -4.29 3.72 5.13
C: 2.53 -3.32 1.88
Cl: 2.83 -5.05 2.06
Cl: 2.56 -2.84 0.17
H: 1.55 -3.08 2.32
H: 3.30 -2.78 2.42
C: -0.75 -4.97 4.71
Cl: 0.00 -6.56 4.82
Cl: 0.26 -3.84 3.80
H: -1.71 -5.07 4.21
H: -0.90 -4.58 5.71
C: -0.17 -0.24 -5.26
Cl: 0.13 0.52 -3.68
Cl: 1.20 -1.25 -5.74
H: -1.06 -0.86 -5.19
H: -0.31 0.54 -6.00
C: 3.40 -3.92 -7.82
Cl: 3.74 -2.71 -6.57
Cl: 4.88 -4.59 -8.49
H: 2.82 -4.73 -7.37
H: 2.83 -3.45 -8.61
C: 3.99 -3.04 5.80
Cl: 3.71 -1.84 4.52
Cl: 2.55 -3.24 6.79
H: 4.24 -3.99 5.34
H: 4.81 -2.70 6.43
C: -6.39 -1.12 -1.62
Cl: -6.61 0.13 -2.85
Cl: -7.84 -1.34 -0.63
H: -6.14 -2.06 -2.10
H: -5.57 -0.80 -0.97
C: -0.28 0.75 6.90
Cl: -1.62 -0.19 6.26
Cl: 1.27 0.18 6.28
H: -0.41 1.79 6.62
H: -0.28 0.67 7.98
C: -6.97 3.77 -4.10
Cl: -6.77 2.23 -4.94
Cl: -7.57 5.04 -5.16
H: -7.67 3.63 -3.28
H: -6.00 4.07 -3.71
C: 0.48 -5.44 8.81
Cl: -0.61 -6.80 8.50
Cl: -0.38 -3.89 8.71
H: 0.90 -5.54 9.80
H: 1.27 -5.45 8.07
C: -4.47 6.55 -6.01
Cl: -3.95 7.64 -4.73
Cl: -3.11 5.58 -6.62
H: -5.22 5.88 -5.62
H: -4.87 7.13 -6.84
C: 2.93 -8.45 10.64
Cl: 3.01 -7.22 9.37
Cl: 1.52 -8.21 11.68
H: 2.85 -9.43 10.17
H: 3.83 -8.40 11.24
C: -1.32 -9.05 2.34
Cl: -1.05 -10.78 2.56
Cl: -1.28 -8.60 0.62
H: -2.30 -8.79 2.74
H: -0.55 -8.50 2.86
C: -0.51 7.11 -3.45
Cl: -0.04 5.40 -3.50
Cl: 0.75 8.14 -4.13
H: -1.42 7.24 -4.02
H: -0.67 7.39 -2.42
C: 3.40 -8.20 -8.17
Cl: 2.42 -9.62 -8.54
Cl: 2.43 -6.72 -8.16
H: 3.85 -8.33 -7.18
H: 4.18 -8.10 -8.92
C: -3.54 8.29 -9.64
Cl: -3.52 9.61 -10.82
Cl: -5.08 8.24 -8.76
H: -3.41 7.35 -10.16
H: -2.74 8.45 -8.93
C: 3.66 3.06 -5.62
Cl: 2.66 1.65 -6.00
Cl: 2.70 4.55 -5.61
H: 4.10 2.93 -4.65
H: 4.43 3.15 -6.38
C: 7.09 -1.64 1.65
Cl: 5.45 -1.44 2.30
Cl: 7.47 -0.48 0.38
H: 7.80 -1.50 2.47
H: 7.19 -2.64 1.25
C: -1.67 9.13 -0.08
Cl: -1.72 7.36 -0.02
Cl: -1.41 9.73 -1.72
H: -2.62 9.51 0.29
H: -0.86 9.47 0.55



The ion C3H7ClN5 with charge +1. Source: the OMol25 dataset; level of theory: ωB97M-V with the def2-TZVPD basis set.

Values from the calculation:
lowest unoccupied orbital energy (spin up / spin down) = -5.309 / -5.423 eV
total charge = +1
energy relative to the best compared isomer or geometry (same formula, charge and spin) = 163.00 kcal per mole
frontier orbital gap (spin up / spin down) = 0.3044 / 0.2923 Eh

Positions of all 16 atoms, in Å:
C: 0.04 -1.47 0.62
C: 0.75 -1.76 -0.44
C: -0.19 -0.10 1.13
N: -0.19 1.03 0.44
N: 1.41 0.47 -1.15
N: -0.82 0.00 2.36
N: -0.75 0.74 -1.72
N: 0.30 1.17 -0.82
Cl: 1.24 -2.68 -1.69
H: -0.47 -2.29 1.15
H: 2.15 0.57 -0.53
H: -0.71 -0.83 2.88
H: -1.05 0.85 2.68
H: -1.55 1.27 -1.30
H: -0.56 0.87 -2.76
H: 0.40 2.14 -0.85



Number 1: E_tot -10337.970 eV. Number 2: E_tot -9273.029 eV. Number 3: E_tot -16535.822 eV. Number 4: E_tot -61242.376 eV. Number 5: E_tot -28153.209 eV. Number 6: E_tot -8863.520 eV. Number 7: E_tot -547573.513 eV. Number 8: E_tot -23183.659 eV.